# 1
Formula: C31H40N6O2PPtS
Source: the Open Molecules 2025 dataset
Level of theory: ωB97M-V with the def2-TZVPD basis set

Output
Charge ... +1
Orbital gap ... 7.5 eV
LUMO level ... -2.4316 eV
Highest occupied orbital energy ... -9.935 eV
Energy relative to the best compared isomer or geometry (same formula, charge and spin) ... 0.000 eV

Each line ends with the Mulliken charge.
Atoms and positions in Å:
Pt -0.010 0.562 -0.385  0.973
C 1.700 1.530 4.610  -0.882
N 0.800 1.047 3.568  0.284
C -0.229 0.165 3.758  -0.586
C -0.790 -0.053 2.535  -0.813
N -0.120 0.702 1.621  0.653
C 0.854 1.353 2.252  -0.051
P 2.096 2.466 1.500  -0.237
C 0.967 3.234 0.306  0.057
N 0.073 2.578 -0.432  0.456
C -0.607 3.489 -1.188  -0.635
C -0.112 4.726 -0.893  -0.584
N 0.870 4.556 0.046  0.207
C 1.676 5.621 0.630  -0.833
C 2.982 1.340 0.377  -0.244
N 2.455 0.650 -0.620  0.248
C 3.465 -0.064 -1.183  -0.681
C 4.631 0.204 -0.515  -0.777
N 4.317 1.091 0.473  0.315
C 5.256 1.657 1.433  -0.822
H 1.356 1.146 5.565  0.345
H 2.712 1.171 4.432  0.314
H 1.695 2.617 4.639  0.347
H -0.465 -0.226 4.732  0.476
H -1.602 -0.698 2.250  0.491
H -1.411 3.181 -1.834  0.586
H -0.377 5.702 -1.261  0.450
H 1.291 6.573 0.277  0.331
H 1.611 5.592 1.715  0.331
H 2.715 5.523 0.323  0.315
H 3.294 -0.737 -2.008  0.626
H 5.637 -0.152 -0.652  0.466
H 6.228 1.201 1.271  0.323
H 5.343 2.733 1.297  0.344
H 4.938 1.445 2.452  0.279
C -3.750 1.573 0.804  -1.275
S -3.188 0.562 -0.571  1.307
O -3.038 1.507 -1.720  -0.716
C -4.689 -0.363 -0.836  0.020
C -5.536 -0.012 -1.874  -0.519
C -6.673 -0.777 -2.099  -0.625
C -6.945 -1.875 -1.295  -0.428
C -6.077 -2.226 -0.267  -0.722
C -4.936 -1.474 -0.041  -0.364
H -4.572 2.201 0.463  0.447
H -2.899 2.180 1.112  0.264
H -4.071 0.930 1.624  0.398
H -5.291 0.842 -2.492  0.428
H -7.346 -0.516 -2.905  0.409
H -7.830 -2.470 -1.478  0.394
H -6.283 -3.093 0.346  0.419
H -4.235 -1.759 0.736  0.352
C -0.267 0.022 -3.249  -0.341
C -0.353 -1.497 -3.201  0.086
C -1.749 -1.966 -2.795  -1.080
C 0.756 -2.131 -2.378  0.926
C 1.758 -2.813 -3.066  -0.965
C 2.742 -3.523 -2.403  -1.312
C 2.702 -3.584 -1.020  -0.808
C 1.740 -2.902 -0.285  0.440
C 1.771 -3.041 1.227  0.355
C 2.326 -1.789 1.904  -1.234
C 0.438 -3.475 1.833  -1.472
C 0.784 -2.117 -0.969  0.391
O -0.127 -1.405 -0.257  -1.072
H -1.040 0.476 -3.869  0.462
H 0.723 0.374 -3.537  0.346
H -0.492 0.419 -2.233  -0.521
H -0.179 -1.840 -4.226  0.666
H -1.969 -1.686 -1.766  -0.166
H -1.819 -3.053 -2.863  0.423
H -2.506 -1.531 -3.450  0.453
H 1.738 -2.811 -4.151  0.435
H 3.505 -4.056 -2.957  0.364
H 3.436 -4.179 -0.488  0.440
H 2.483 -3.847 1.431  0.684
H 1.697 -0.932 1.683  -0.022
H 3.334 -1.571 1.543  0.260
H 2.370 -1.926 2.989  0.570
H -0.331 -2.721 1.674  -0.017
H 0.552 -3.650 2.905  0.455
H 0.095 -4.404 1.376  0.394

Atoms 1-6, force components in eV/Å:
-0.3 -0.2 -0.5
0.0 0.0 0.0
0.0 0.1 0.1
0.1 0.0 0.0
-0.1 0.0 0.0
0.2 0.0 0.2

# 2
Formula: C31H41As3ClFeN3O2
Source: the Open Molecules 2025 dataset
Level of theory: ωB97M-V with the def2-TZVPD basis set

Output
Charge ... +1
Orbital gap (spin up / spin down) ... 6.6 / 6.7 eV
LUMO level (spin up / spin down) ... -3.2248 / -3.0271 eV
Highest occupied orbital energy (spin up / spin down) ... -9.776 / -9.750 eV
Energy relative to the best compared isomer or geometry (same formula, charge and spin) ... 0.771 eV
Multiplicity ... 2

Each line ends with the Mulliken charge.
Atoms and positions in Å:
Fe 1.027 -1.118 0.011  0.211
C -0.974 -3.402 -3.203  -1.148
C -0.043 -2.606 -2.512  -0.457
N -0.151 -2.346 -1.231  0.886
C -1.146 -2.955 -0.525  -0.418
C -2.161 -3.707 -1.136  0.777
C -2.050 -3.909 -2.531  -0.725
C -3.184 -4.253 -0.324  -0.897
C -3.132 -4.072 1.029  -1.234
C -2.061 -3.390 1.649  -0.514
C -1.045 -2.856 0.888  0.605
N 0.101 -2.211 1.311  1.104
C 0.859 -2.530 2.406  0.776
C 0.614 -3.466 3.392  -1.113
C 1.518 -3.642 4.459  -0.961
C 2.662 -2.903 4.577  -1.013
C 2.966 -1.953 3.575  0.858
C 4.133 -1.158 3.569  -0.773
C 4.365 -0.285 2.541  -1.173
C 3.437 -0.198 1.495  -0.229
N 2.335 -0.919 1.481  0.381
C 2.074 -1.789 2.500  -0.541
H -0.832 -3.582 -4.259  0.462
H 0.798 -2.166 -3.031  0.546
H -2.802 -4.495 -3.046  0.476
H -3.985 -4.817 -0.782  0.455
H -3.914 -4.482 1.654  0.409
H -2.050 -3.299 2.726  0.541
H -0.264 -4.092 3.348  0.606
H 1.287 -4.389 5.206  0.428
H 3.342 -3.043 5.406  0.456
H 4.840 -1.253 4.383  0.472
H 5.253 0.331 2.512  0.475
H 3.593 0.457 0.648  0.618
C -0.544 0.162 3.049  -1.476
As -0.133 0.557 1.195  1.258
C 0.948 2.148 1.475  -1.248
C -1.940 1.079 0.659  -2.311
C -2.255 2.074 -0.478  2.617
C -3.789 2.174 -0.505  -2.451
C -1.792 1.556 -1.845  -2.070
As 0.007 0.771 -1.964  1.420
C 1.215 2.270 -2.279  -1.455
C -0.141 0.256 -3.841  -1.380
C -1.650 3.451 -0.165  -1.238
As -2.399 5.029 -1.128  0.255
C -1.033 5.254 -2.521  -1.106
C -1.616 6.327 0.114  -1.186
H -0.955 1.063 3.504  0.602
H 0.353 -0.136 3.587  0.459
H -1.276 -0.641 3.098  0.308
H 0.337 2.967 1.846  0.482
H 1.452 2.453 0.562  0.126
H 1.698 1.895 2.225  0.576
H -2.381 1.466 1.581  0.746
H -2.431 0.120 0.455  0.534
H -4.238 1.183 -0.589  0.539
H -4.125 2.773 -1.350  0.561
H -4.165 2.646 0.406  0.439
H -1.897 2.337 -2.602  0.508
H -2.444 0.730 -2.151  0.574
H 0.804 2.947 -3.024  0.446
H 2.148 1.840 -2.641  0.492
H 1.424 2.825 -1.369  0.258
H -0.411 1.141 -4.416  0.535
H -0.908 -0.503 -3.973  0.369
H 0.819 -0.120 -4.194  0.354
H -0.568 3.455 -0.311  0.161
H -1.836 3.684 0.889  0.699
H -1.162 4.524 -3.319  0.274
H -0.027 5.175 -2.107  0.277
H -1.157 6.246 -2.955  0.490
H -2.158 6.307 1.058  0.348
H -1.706 7.326 -0.310  0.418
H -0.562 6.112 0.295  0.321
Cl 3.528 -1.738 -4.007  -0.171
C 4.138 -1.898 -2.333  -0.699
C 2.985 -1.657 -1.388  0.566
O 2.501 -2.590 -0.721  -0.588
O 2.490 -0.488 -1.299  -0.711
H 4.917 -1.153 -2.194  0.296
H 4.526 -2.902 -2.209  0.435

Atoms 1-6, force components in eV/Å:
0.2 -1.1 -0.1
0.0 0.0 0.0
0.0 0.1 0.0
-0.1 0.2 0.2
-0.1 0.0 0.0
0.0 0.0 0.0

# 3
Formula: C31H41AsBr4N6O5W
Source: the Open Molecules 2025 dataset
Level of theory: ωB97M-V with the def2-TZVPD basis set

Output
Charge ... +2
Orbital gap (spin up / spin down) ... 6.5 / 7.5 eV
LUMO level (spin up / spin down) ... -6.1886 / -5.9611 eV
Highest occupied orbital energy (spin up / spin down) ... -12.713 / -13.419 eV
Multiplicity ... 3

Each line ends with the Mulliken charge.
Atoms and positions in Å:
W -0.356 0.520 -0.974  1.224
N -1.005 -2.259 2.023  1.090
C -0.274 -3.364 2.756  0.288
C 1.024 -2.828 3.373  -1.285
C 1.989 -2.281 2.323  0.034
N 1.487 -0.980 1.795  -0.198
C 2.197 -3.338 1.233  -1.315
C 0.926 -3.931 0.618  0.021
N 0.200 -2.921 -0.191  -0.512
C 0.003 -4.447 1.718  -1.353
H -0.837 -1.350 2.440  -0.281
H -2.011 -2.414 1.965  0.347
H -0.620 -2.212 1.044  -0.530
H -0.922 -3.747 3.541  0.341
H 1.509 -3.659 3.889  0.583
H 0.809 -2.066 4.128  0.339
H 2.961 -2.124 2.794  0.673
H 2.020 -0.774 0.958  -0.197
H 1.750 -0.269 2.472  0.262
H 2.744 -4.167 1.690  0.626
H 2.841 -2.938 0.446  0.073
H 1.226 -4.776 -0.006  0.461
H -0.508 -3.393 -0.748  0.272
H 0.850 -2.496 -0.844  -0.216
H 0.472 -5.302 2.207  0.530
H -0.941 -4.804 1.290  0.432
C 0.831 -0.520 -4.196  -1.095
C -0.538 -0.998 -3.834  0.804
C -1.329 -1.623 -4.822  -1.231
C -2.565 -2.099 -4.536  -1.150
C -3.051 -1.998 -3.216  1.267
C -4.299 -2.491 -2.757  -0.104
Br -5.478 -3.330 -3.957  -0.157
C -4.662 -2.375 -1.451  -0.461
C -3.797 -1.750 -0.529  0.264
Br -4.317 -1.623 1.281  -0.177
C -2.601 -1.228 -0.931  0.257
O -1.731 -0.613 -0.119  0.178
C -2.222 -1.359 -2.285  -0.638
N -0.985 -0.844 -2.600  0.618
H 0.886 -0.305 -5.262  0.583
H 1.563 -1.300 -3.975  0.147
H 1.100 0.378 -3.659  -0.027
H -0.931 -1.714 -5.824  0.555
H -3.173 -2.557 -5.308  0.430
H -5.619 -2.756 -1.121  0.525
Br 3.820 -1.931 -2.044  -0.113
C 3.671 -0.068 -1.855  0.511
C 4.770 0.764 -2.182  -0.179
C 4.653 2.118 -2.124  -0.101
Br 6.142 3.177 -2.559  -0.156
C 3.427 2.734 -1.756  1.068
C 3.174 4.119 -1.723  -1.086
C 1.932 4.550 -1.365  -1.276
C 0.937 3.619 -1.037  -0.120
N 1.128 2.330 -1.048  0.197
C 2.359 1.887 -1.414  -0.333
C 2.498 0.482 -1.453  -0.440
O 1.390 -0.204 -1.127  0.025
H 5.706 0.317 -2.490  0.501
H 3.953 4.822 -1.987  0.436
H 1.700 5.606 -1.337  0.523
H -0.051 3.955 -0.750  0.367
C -0.815 0.468 4.190  -1.075
C -1.553 1.110 3.012  -1.125
As -0.609 1.619 1.364  0.941
C -2.020 2.969 0.950  -0.613
C -2.350 4.146 1.866  -1.533
C 0.941 2.539 2.146  -0.509
C 0.739 3.928 2.735  -1.598
H -1.251 0.837 5.119  0.467
H 0.243 0.727 4.224  0.225
H -0.911 -0.615 4.235  0.284
H -1.930 2.072 3.326  0.717
H -2.418 0.524 2.700  0.402
H -2.893 2.322 0.859  0.501
H -1.831 3.348 -0.047  0.369
H -2.485 3.876 2.912  0.312
H -3.295 4.574 1.528  0.445
H -1.604 4.932 1.814  0.298
H 1.711 2.559 1.378  0.562
H 1.298 1.872 2.930  0.585
H 0.515 4.664 1.965  0.272
H 1.661 4.240 3.228  0.451
H -0.057 3.946 3.476  0.326
O -0.593 1.957 -3.084  -0.451
N -1.746 2.154 -2.687  0.943
O -2.569 2.836 -3.188  -0.658
O -2.002 1.543 -1.540  -0.658

Atoms 1-6, force components in eV/Å:
-0.2 -0.6 2.1
-0.2 -0.2 0.8
0.2 0.1 -0.1
-0.2 0.1 -0.1
-0.1 -0.1 0.0
0.3 -0.4 0.2

# 4
Formula: C31H41AuIN3O7Si
Source: the Open Molecules 2025 dataset
Level of theory: ωB97M-V with the def2-TZVPD basis set

Output
Orbital gap (spin up / spin down) ... 5.0 / 5.0 eV
LUMO level (spin up / spin down) ... -2.6889 / -2.6938 eV
Highest occupied orbital energy (spin up / spin down) ... -7.663 / -7.657 eV
Energy relative to the best compared isomer or geometry (same formula, charge and spin) ... 1.568 eV

Each line ends with the Mulliken charge.
Atoms and positions in Å:
Au -1.952 0.744 -0.403  0.784
O -2.467 -3.241 3.336  -0.678
C -2.466 -3.930 2.187  0.467
C -2.294 -5.319 2.237  -0.697
C -2.293 -6.074 1.083  -0.361
C -2.494 -5.471 -0.154  -0.762
C -2.665 -4.107 -0.215  -0.854
C -2.643 -3.312 0.937  0.457
C -2.790 -1.868 0.728  0.637
O -3.013 -1.428 -0.409  -0.696
N -2.709 -1.056 1.826  -0.400
N -2.713 0.220 1.581  -0.295
C -2.720 1.149 2.497  -0.089
C -2.945 2.521 2.236  0.653
C -2.925 3.421 3.325  -0.969
C -3.145 4.763 3.170  -0.620
C -3.411 5.284 1.893  -0.513
C -3.460 4.455 0.811  -0.426
C -3.233 3.051 0.916  0.570
O -3.299 2.357 -0.152  -0.915
H -2.577 -2.290 3.113  0.577
H -2.148 -5.786 3.197  0.433
H -2.128 -7.140 1.141  0.381
H -2.511 -6.064 -1.056  0.418
H -2.820 -3.610 -1.161  0.475
H -2.570 0.857 3.540  0.388
H -2.720 3.020 4.308  0.362
H -3.137 5.422 4.024  0.414
H -3.572 6.344 1.768  0.394
H -3.665 4.827 -0.182  0.441
I -4.324 -1.629 -5.299  0.112
C -2.793 -0.405 -4.538  -0.509
C -1.852 0.168 -5.379  -0.086
C -0.878 0.978 -4.817  -0.929
C -0.897 1.192 -3.447  -0.083
N -1.817 0.648 -2.666  -0.236
C -2.742 -0.147 -3.180  -0.128
H -1.877 -0.019 -6.442  0.427
H -0.121 1.437 -5.434  0.484
H -0.155 1.803 -2.955  0.483
H -3.436 -0.585 -2.480  0.532
C 2.815 -0.276 3.581  -2.096
C 2.119 -0.888 2.358  1.959
C 2.846 -2.158 1.915  -1.662
C 0.665 -1.217 2.705  -1.325
O 2.173 0.077 1.330  -0.018
Si 1.458 0.073 -0.148  -2.221
O -0.117 -0.077 0.006  2.935
O 1.954 -1.188 -1.047  -0.230
C 2.889 -1.305 -2.096  1.814
C 4.252 -0.769 -1.654  -1.431
C 2.971 -2.802 -2.411  -1.878
C 2.391 -0.525 -3.315  -1.398
O 1.967 1.450 -0.877  0.052
C 2.070 2.758 -0.358  1.652
C 2.087 3.705 -1.563  -1.812
C 3.379 2.888 0.426  -1.687
C 0.888 3.090 0.556  -1.264
H 2.798 -0.985 4.404  0.440
H 2.303 0.633 3.887  0.376
H 3.846 -0.025 3.347  0.416
H 2.772 -2.922 2.685  0.494
H 3.894 -1.944 1.718  0.328
H 2.392 -2.518 0.996  0.258
H 0.620 -1.965 3.492  0.629
H 0.168 -1.583 1.812  0.035
H 0.153 -0.313 3.030  0.213
H 4.593 -1.310 -0.777  0.257
H 4.154 0.280 -1.394  0.051
H 4.983 -0.877 -2.450  0.537
H 3.332 -3.339 -1.539  0.397
H 3.637 -2.987 -3.248  0.402
H 1.978 -3.176 -2.649  0.368
H 2.308 0.523 -3.046  0.047
H 1.408 -0.889 -3.604  0.315
H 3.077 -0.634 -4.151  0.557
H 2.888 3.420 -2.241  0.364
H 2.248 4.729 -1.237  0.449
H 1.143 3.652 -2.100  0.328
H 4.229 2.727 -0.234  0.390
H 3.397 2.131 1.203  0.081
H 3.459 3.877 0.872  0.487
H -0.053 2.895 0.040  -0.002
H 0.922 4.134 0.861  0.641
H 0.924 2.452 1.434  0.112

Atoms 1-6, force components in eV/Å:
-0.6 1.0 1.3
0.0 0.1 0.2
-0.1 -0.1 -0.4
0.1 0.2 0.1
0.0 0.1 0.0
0.0 0.0 -0.1